DFT (wB97M-V/def2-TZVPD) results for an isolated molecule of CH3N at a distorted geometry.

Results
- HOMO level: -10.7584 eV
- Molecular weight: 29.04 g mol⁻¹
- DFT total energy: -2574.478 eV
- LUMO level: 1.206 eV

```
5
Properties=species:S:1:pos:R:3:forces:R:3
C 0.2438 0.3482 -0.3994 -0.06 -1.86 -1.14
N -0.4147 -0.3988 0.4078 2.79 1.63 1.52
H 1.2745 0.7312 -0.2750 -0.66 0.19 0.44
H -0.0877 0.2919 -1.4283 -0.29 0.76 -0.33
H 0.2536 -0.3212 1.2448 -1.77 -0.72 -0.48
```
Forces are in eV/Å.